# C36H109N23O15

A cluster of 15 separate species, C36H109N23O15 in total (ωB97M-V/def2-TZVPD, the OMol25 dataset).

Last columns: bonded neighbours and bond lengths (Å).
Geometry (Å):
1 C -1.36664 3.23208 -3.59896  O2 1.254, N3 1.373, N4 1.369
2 O -0.44404 3.84672 -3.01275  C1 1.254
3 N -2.22555 3.90741 -4.43092  C1 1.373, H5 0.993, H6 1.028
4 N -1.63414 1.89516 -3.48067  C1 1.369, H7 1.045, H8 1.019
5 H -3.17644 3.62256 -4.44643  N3 0.993
6 H -1.92029 4.83276 -4.75697  N3 1.028
7 H -1.05024 1.29683 -2.85432  N4 1.045
8 H -2.31381 1.45240 -4.09758  N4 1.019
9 C -4.23512 -0.64042 1.95576  O10 1.248, N11 1.346, N12 1.420
10 O -5.12577 -0.58169 1.08294  C9 1.248
11 N -3.41847 0.36473 2.32331  C9 1.346, H13 1.010, H14 1.002
12 N -3.97599 -1.80827 2.72154  C9 1.420, H15 0.998, H16 0.961
13 H -2.86671 0.16301 3.14449  N11 1.010
14 H -3.70018 1.29696 2.08912  N11 1.002
15 H -4.13056 -2.72033 2.34815  N12 0.998
16 H -3.25198 -1.82345 3.35334  N12 0.961
17 C 4.96326 0.12701 -0.89662  O18 1.198, N19 1.362, N20 1.443
18 O 6.15990 0.07153 -0.86788  C17 1.198
19 N 4.25308 0.33129 0.24782  C17 1.362, H21 1.044, H22 0.979
20 N 4.07118 0.06197 -2.02842  C17 1.443, H23 0.998, H24 1.043
21 H 4.82999 0.29735 1.11691  N19 1.044
22 H 3.27687 0.40186 0.23550  N19 0.979
23 H 3.61074 0.92588 -2.21999  N20 0.998
24 H 4.69459 -0.15464 -2.83588  N20 1.043
25 C -3.29181 -1.55713 -5.34921  O26 1.230, N27 1.396, N28 1.330
26 O -2.89517 -2.34092 -6.21057  C25 1.230
27 N -2.56674 -1.26547 -4.19302  C25 1.396, H29 0.987, H30 1.042
28 N -4.49667 -1.00170 -5.43927  C25 1.330, H31 1.008, H32 0.995
29 H -2.75489 -0.65776 -3.43865  N27 0.987
30 H -1.63069 -1.72041 -4.24269  N27 1.042
31 H -4.87638 -0.79266 -6.34913  N28 1.008
32 H -4.80006 -0.49966 -4.63577  N28 0.995
33 C -1.84830 4.08017 1.19319  O34 1.224, N35 1.357, N36 1.369
34 O -2.82337 3.42972 0.84075  C33 1.224
35 N -0.93682 4.54631 0.30314  C33 1.357, H37 1.014, H38 1.063
36 N -1.73994 4.48713 2.49597  C33 1.369, H39 1.051, H40 1.005
37 H -0.28612 5.30343 0.48291  N35 1.014
38 H -0.84014 4.13183 -0.67074  N35 1.063
39 H -2.38519 4.00786 3.17261  N36 1.051
40 H -0.87195 4.88400 2.81063  N36 1.005
41 C -2.08290 -0.03524 5.63760  O42 1.247, N43 1.381, N44 1.333
42 O -1.91616 -0.81484 4.67908  C41 1.247
43 N -3.29996 0.00446 6.28857  C41 1.381, H45 1.053, H46 1.018
44 N -1.15262 0.80330 6.09280  C41 1.333, H47 0.981, H48 1.000
45 H -4.12411 -0.59392 6.02308  N43 1.053
46 H -3.31257 0.57927 7.12813  N43 1.018
47 H -0.22538 0.64458 5.81490  N44 0.981
48 H -1.35122 1.59701 6.66701  N44 1.000
49 C 1.76887 0.00458 4.19941  O50 1.217, N51 1.393, N52 1.376
50 O 1.56280 1.00677 4.85857  C49 1.217
51 N 3.03848 -0.41972 3.81408  C49 1.393, H53 1.012, H54 1.018
52 N 0.80008 -0.90456 3.84142  C49 1.376, H55 1.040, H56 1.006
53 H 3.90736 0.09850 3.84607  N51 1.012
54 H 3.10105 -1.00886 2.98586  N51 1.018
55 H -0.20423 -0.73776 4.05167  N52 1.040
56 H 1.13706 -1.62543 3.22587  N52 1.006
57 C -4.81443 0.39397 -2.28809  O58 1.230, N59 1.368, N60 1.389
58 O -4.90628 0.90507 -3.40336  C57 1.230
59 N -4.05273 0.95365 -1.29963  C57 1.368, H61 1.005, H62 1.016
60 N -5.63737 -0.65617 -1.90021  C57 1.389, H63 1.005, H64 1.041
61 H -4.38885 0.75348 -0.37395  N59 1.005
62 H -3.70503 1.89316 -1.47157  N59 1.016
63 H -5.65881 -0.83513 -0.91100  N60 1.005
64 H -6.23633 -1.15816 -2.58848  N60 1.041
65 C 0.31682 -2.49479 -6.25747  C66 1.570, H71 1.102, H72 1.087, H73 1.151
66 C 0.21061 -3.92433 -5.61823  C65 1.570, C67 1.504, N70 1.431, H74 1.156
67 C 0.00217 -3.95392 -4.12925  C66 1.504, O68 1.422, H75 1.047, H76 1.113
68 O 0.47380 -2.83387 -3.39111  C67 1.422, C69 1.443
69 C 1.90433 -2.65544 -3.44933  O68 1.443, H77 1.107, H78 1.104, H79 1.091
70 N -0.70620 -4.75746 -6.33535  C66 1.431, H80 0.987, H81 1.007
71 H -0.61971 -2.23372 -6.77572  C65 1.102
72 H 1.08555 -2.49981 -7.02646  C65 1.087
73 H 0.38419 -1.67737 -5.45056  C65 1.151
74 H 1.28500 -4.32199 -5.77238  C66 1.156
75 H 0.34423 -4.87454 -3.76649  C67 1.047
76 H -1.07296 -3.98730 -3.84290  C67 1.113
77 H 2.48531 -3.56726 -3.21232  C69 1.107
78 H 2.19863 -1.85080 -2.75351  C69 1.104
79 H 2.22919 -2.35287 -4.44576  C69 1.091
80 H -1.63308 -4.47705 -6.14432  N70 0.987
81 H -0.65468 -4.68979 -7.33879  N70 1.007
82 C 4.41882 3.09028 3.13264  C83 1.506, H88 1.141, H89 1.069, H90 1.128
83 C 5.25390 2.39038 4.17280  C82 1.506, C84 1.553, N87 1.493, H91 1.109
84 C 4.58780 2.49069 5.57233  C83 1.553, O85 1.379, H92 1.107, H93 1.115
85 O 4.60547 3.82162 5.93154  C84 1.379, C86 1.421
86 C 4.38968 4.10772 7.30611  O85 1.421, H94 1.087, H95 1.095, H96 1.077
87 N 5.47067 0.95923 3.80496  C83 1.493, H97 1.019, H98 0.981
88 H 4.80550 2.96466 2.06667  C82 1.141
89 H 4.42069 4.15684 3.20754  C82 1.069
90 H 3.37525 2.66691 3.06322  C82 1.128
91 H 6.24850 2.87777 4.22143  C83 1.109
92 H 5.20913 1.92765 6.29476  C84 1.107
93 H 3.60724 1.96161 5.53095  C84 1.115
94 H 4.87288 5.07257 7.43550  C86 1.087
95 H 4.82846 3.31323 7.91896  C86 1.095
96 H 3.34700 4.23006 7.54629  C86 1.077
97 H 6.28875 0.90707 3.19996  N87 1.019
98 H 5.76446 0.42837 4.57564  N87 0.981
99 C -4.41494 -4.43056 0.17688  C100 1.535, H105 1.078, H106 1.087, H107 1.120
100 C -4.90642 -5.12447 -1.10149  C99 1.535, C101 1.500, N104 1.479, H108 1.100
101 C -3.89358 -4.89320 -2.18362  C100 1.500, O102 1.429, H109 1.114, H110 1.106
102 O -4.59868 -5.18566 -3.39136  C101 1.429, C103 1.447
103 C -3.72197 -5.25177 -4.54067  O102 1.447, H111 1.060, H112 1.124, H113 1.072
104 N -5.34398 -6.52189 -0.89372  C100 1.479, H114 0.998, H115 1.039
105 H -5.13857 -4.53343 0.96885  C99 1.078
106 H -4.18742 -3.37455 0.05951  C99 1.087
107 H -3.45332 -4.95398 0.41177  C99 1.120
108 H -5.84178 -4.65785 -1.44555  C100 1.100
109 H -3.00829 -5.55203 -2.03110  C101 1.114
110 H -3.50746 -3.86574 -2.31989  C101 1.106
111 H -3.51299 -4.25020 -4.81850  C103 1.060
112 H -4.12905 -5.75350 -5.46060  C103 1.124
113 H -2.78434 -5.62722 -4.18171  C103 1.072
114 H -4.61854 -7.07687 -0.49198  N104 0.998
115 H -5.47520 -6.86693 -1.86528  N104 1.039
116 C 2.95758 3.30900 -1.46463  C117 1.507, H122 1.086, H123 1.069, H124 1.103
117 C 2.91861 4.75841 -1.87645  C116 1.507, C118 1.556, N121 1.453, H125 1.121
118 C 3.18622 4.76677 -3.40945  C117 1.556, O119 1.418, H126 1.086, H127 1.115
119 O 4.41323 4.09972 -3.65695  C118 1.418, C120 1.408
120 C 4.86914 4.17126 -4.98733  O119 1.408, H128 1.049, H129 1.041, H130 1.087
121 N 1.70467 5.38935 -1.38721  C117 1.453, H131 1.012, H132 1.024
122 H 2.01926 2.84012 -1.74403  C116 1.086
123 H 3.19659 3.19008 -0.42932  C116 1.069
124 H 3.86902 2.93414 -1.95996  C116 1.103
125 H 3.79938 5.25630 -1.39469  C117 1.121
126 H 3.26465 5.76600 -3.82756  C118 1.086
127 H 2.40998 4.27274 -4.03895  C118 1.115
128 H 4.18780 3.73008 -5.65207  C120 1.049
129 H 5.80899 3.76378 -5.17053  C120 1.041
130 H 4.98143 5.19487 -5.33658  C120 1.087
131 H 1.77335 6.37220 -1.61975  N121 1.012
132 H 0.94545 5.06392 -1.99243  N121 1.024
133 C 1.46429 7.56699 4.36326  C134 1.520, H139 1.086, H140 1.101, H141 1.120
134 C 1.96095 6.20293 3.91158  C133 1.520, C135 1.526, N138 1.445, H142 1.072
135 C 1.58816 5.05472 4.84469  C134 1.526, O136 1.415, H143 1.088, H144 1.095
136 O 0.19935 5.05843 5.11507  C135 1.415, C137 1.395
137 C -0.21156 3.95184 5.85912  O136 1.395, H145 1.123, H146 1.061, H147 1.073
138 N 1.34827 5.96296 2.62466  C134 1.445, H148 1.005, H149 1.061
139 H 1.70556 8.39008 3.69652  C133 1.086
140 H 1.83726 7.76047 5.38144  C133 1.101
141 H 0.35555 7.50399 4.50853  C133 1.120
142 H 3.03143 6.25690 3.87456  C134 1.072
143 H 2.14500 4.98568 5.77704  C135 1.088
144 H 1.82655 4.08568 4.39503  C135 1.095
145 H -1.15600 3.59817 5.36417  C137 1.123
146 H -0.26160 4.23537 6.88081  C137 1.061
147 H 0.51000 3.15872 5.82286  C137 1.073
148 H 1.73388 5.17505 2.13332  N138 1.005
149 H 1.57035 6.76243 1.96309  N138 1.061
150 C -1.64120 -1.70705 -0.56219  C151 1.513, H156 1.113, H157 1.042, H158 1.096
151 C -0.72706 -0.50944 -0.41983  C150 1.513, C152 1.550, N155 1.462, H159 1.161
152 C 0.29895 -0.77379 0.71207  C151 1.550, O153 1.432, H160 1.106, H161 1.130
153 O 1.24477 0.27978 0.92603  C152 1.432, C154 1.424
154 C 0.74612 1.60990 1.02410  O153 1.424, H162 1.097, H163 1.112, H164 1.084
155 N -0.15519 -0.21626 -1.73325  C151 1.462, H165 1.012, H166 1.010
156 H -1.09496 -2.46837 -1.16367  C150 1.113
157 H -2.50842 -1.43618 -1.07308  C150 1.042
158 H -2.01378 -2.08192 0.39796  C150 1.096
159 H -1.31547 0.42650 -0.06639  C151 1.161
160 H 0.80529 -1.75011 0.59968  C152 1.106
161 H -0.35633 -0.98501 1.60760  C152 1.130
162 H 0.34280 1.89201 0.04410  C154 1.097
163 H 1.52725 2.35882 1.27954  C154 1.112
164 H -0.06161 1.69502 1.74139  C154 1.084
165 H -0.21286 -0.99588 -2.37574  N155 1.012
166 H 0.74784 0.23687 -1.72059  N155 1.010
167 C 0.53176 -7.17289 -2.43493  C168 1.543, H173 1.113, H174 1.125, H175 1.111
168 C 0.32334 -7.83731 -1.05805  C167 1.543, C169 1.540, N172 1.465, H176 1.068
169 C 0.50518 -6.80106 0.06639  C168 1.540, O170 1.421, H177 1.089, H178 1.165
170 O -0.40454 -5.71282 -0.01834  C169 1.421, C171 1.402
171 C -0.25974 -4.86328 1.08778  O170 1.402, H179 1.100, H180 1.136, H181 1.078
172 N -0.99506 -8.47500 -1.07108  C168 1.465, H182 1.032, H183 1.039
173 H -0.36945 -6.61998 -2.78348  C167 1.113
174 H 0.69715 -7.98513 -3.19589  C167 1.125
175 H 1.32543 -6.39705 -2.48768  C167 1.111
176 H 1.16810 -8.46934 -0.88956  C168 1.068
177 H 1.55394 -6.50862 0.02746  C169 1.089
178 H 0.47527 -7.38979 1.07072  C169 1.165
179 H 0.76686 -4.54386 1.31872  C171 1.100
180 H -0.64716 -5.29107 2.06595  C171 1.136
181 H -0.83467 -3.98054 0.86072  C171 1.078
182 H -1.08318 -8.92817 -0.14804  N172 1.032
183 H -1.74925 -7.76412 -1.13864  N172 1.039

As for the molecular weight: 1104.41 g mol⁻¹. Its relative energy (zero: lowest compared OMol25 entry of this formula, charge and spin) is 1.980 eV. The spin multiplicity is 1. Its charge is 0. The value obtained for the orbital gap is 8.8 eV.